ORCA calculation (ωB97M-V/def2-TZVPD) on a molecular structure, C14H6BrCl3FeN10O3.

```
38
Properties=species:S:1:pos:R:3:forces:R:3
Fe -0.6327 -0.1174 0.1438 0.03 -0.05 -0.04
N -1.4707 -0.7340 3.3035 -0.02 -0.03 -0.03
C -2.2505 0.1348 2.5888 0.06 0.06 -0.02
N -3.2899 0.7788 3.0757 -0.05 -0.02 0.00
N -3.7405 1.5193 2.0362 -0.01 0.01 0.02
N -3.0231 1.3432 0.9952 0.04 0.01 -0.02
N -2.0332 0.4584 1.3059 -0.01 -0.04 0.01
C -0.5588 -1.5707 2.6995 0.02 0.02 0.04
N 0.0128 -2.5972 3.2906 -0.02 -0.01 -0.02
N 0.8225 -3.1147 2.3370 0.02 0.01 0.03
N 0.7451 -2.4415 1.2505 -0.02 0.02 -0.02
N -0.1325 -1.4264 1.4448 0.02 0.00 -0.03
H -1.8063 -1.0080 4.2111 0.01 0.01 0.00
Cl 6.2049 -2.1168 0.9114 0.01 0.00 0.00
C 4.6567 -1.4545 0.4595 -0.01 -0.01 -0.03
C 4.0157 -0.5822 1.3163 -0.01 0.01 0.02
C 2.7911 -0.0615 0.9406 0.01 0.02 0.02
Cl 1.9742 1.0174 2.0312 0.00 -0.01 0.00
C 2.1662 -0.3888 -0.2687 0.02 0.00 -0.09
O 1.0184 0.1322 -0.6581 -0.02 0.00 0.12
C 2.8669 -1.2764 -1.0982 -0.01 -0.01 0.00
Cl 2.1370 -1.7379 -2.5988 0.00 0.01 0.00
C 4.0920 -1.8106 -0.7525 0.01 0.01 0.03
H 4.4522 -0.3158 2.2676 0.00 0.00 0.00
H 4.5895 -2.5023 -1.4163 0.00 0.00 0.00
Br -0.2224 3.3570 0.2083 0.00 0.00 0.00
C -1.1015 2.5482 -1.2387 -0.02 0.00 0.00
C -1.5790 3.3285 -2.2792 0.00 0.01 -0.01
C -2.2304 2.6993 -3.3259 0.00 -0.01 0.01
C -2.3857 1.3225 -3.3029 0.00 0.02 -0.01
C -1.8785 0.6338 -2.2230 -0.02 -0.03 0.04
N -1.2479 1.2361 -1.2131 0.01 0.02 -0.01
C -2.0016 -0.8629 -2.0695 0.07 -0.01 -0.05
O -2.5397 -1.5287 -2.9241 -0.04 0.00 0.01
O -1.4770 -1.3106 -0.9658 -0.06 0.03 0.01
H -1.4411 4.3986 -2.2510 0.00 0.00 0.00
H -2.6165 3.2851 -4.1499 0.00 0.00 0.00
H -2.8856 0.7656 -4.0816 0.00 0.00 0.00
```
Forces are in eV/Å.

Values from the calculation:
⟨S²⟩: 0.852
LUMO (spin up / spin down) in eV: 1.683 / 2.015
Kohn-Sham gap (spin up / spin down) in eV: 7.455 / 7.800
Multiplicity: 2
HOMO (spin up / spin down) in eV: -5.77 / -5.79
Charge: -1

Atomic partial charges in e from the Mulliken method, atoms 1 to 8: number 1, Fe, carries -0.3522; number 2, N, carries -0.0641; number 3, C, carries 0.4895; number 4, N, carries -0.5595; number 5, N, carries -0.7331; number 6, N, carries -0.3861; number 7, N, carries 0.9638; number 8, C, carries 0.4535

---

ORCA calculation (ωB97M-V/def2-TZVPD) on 2 unconnected molecules or ions with the total composition C4H10O at a distorted geometry.

```
15
Properties=species:S:1:pos:R:3:forces:R:3
C -0.4720 0.5271 -0.2298 -0.63 2.65 -2.78
C 0.3141 0.6943 -1.3527 2.04 -2.23 4.46
C 0.1843 1.4914 -2.5818 -1.93 1.47 -1.55
C -0.0802 0.4050 1.2182 1.92 -0.80 -2.64
H -1.4535 0.8932 -0.4185 -1.29 0.24 0.15
H 1.2682 0.1925 -0.9931 -0.19 0.98 -1.56
H 0.8465 2.3789 -2.7448 0.10 -0.94 0.78
H 0.1291 1.0471 -3.6029 0.36 -0.55 0.85
H -0.8059 1.9961 -2.5181 0.27 -0.22 -0.01
H 1.0361 0.2825 0.9806 -1.11 -0.96 1.86
H -0.7506 -0.2832 1.7324 0.91 -0.50 0.30
H -0.1084 1.3560 1.7121 -0.41 0.91 0.11
H 0.3632 -4.0300 2.3858 -0.42 -0.23 1.04
H -0.3700 -3.0184 3.1449 -0.43 0.77 0.29
O -0.1009 -3.9325 3.2678 0.82 -0.57 -1.29
```
Forces are in eV/Å.

Values from the calculation:
⟨S²⟩: 0.750
LUMO (spin up / spin down) in eV: 3.585 / 3.504
Kohn-Sham gap (spin up / spin down) in eV: 2.411 / 9.187
Multiplicity: 2
HOMO (spin up / spin down) in eV: 1.17 / -5.68
Charge: -1

Atomic partial charges in e from the Mulliken method, atoms 1 to 8: number 1, C, carries 0.0848; number 2, C, carries -0.5980; number 3, C, carries -0.8710; number 4, C, carries -1.9178; number 5, H, carries 0.3782; number 6, H, carries 0.1721; number 7, H, carries 0.2406; number 8, H, carries 0.2598

---

ORCA calculation (ωB97M-V/def2-TZVPD) on a molecular structure, C2InNO9 at a distorted geometry.

```
13
Properties=species:S:1:pos:R:3:forces:R:3
In -0.6900 1.0782 0.4990 0.45 -0.75 -0.41
C 1.5834 -0.7759 2.0740 -0.16 0.49 0.19
O 1.5259 -0.5828 0.8040 -0.36 -0.16 -0.24
O 1.3345 0.2519 2.7772 -0.07 -0.15 0.08
O 1.8589 -1.9002 2.5374 0.08 -0.02 -0.10
C -1.5248 -2.0918 0.3398 1.38 -0.06 0.38
O -1.3654 -3.2948 0.6701 -0.56 0.07 -0.04
O -2.3025 -1.2728 0.9050 -0.34 0.12 -0.07
O -0.7186 -1.6400 -0.5514 -0.29 0.40 -0.07
N 0.0802 2.5570 -2.5248 -0.34 0.28 0.52
O 0.2732 1.3650 -2.2014 0.03 -0.14 0.07
O -0.5183 3.3121 -1.7121 0.09 -0.04 -0.15
O 0.4634 2.9942 -3.6168 0.08 -0.04 -0.15
```
Forces are in eV/Å.

Values from the calculation:
LUMO in eV: 2.362
Kohn-Sham gap in eV: 3.746
Multiplicity: 1
HOMO in eV: -1.38
Charge: -2

Atomic partial charges in e from the Mulliken method, atoms 1 to 8: number 1, In, carries 0.6815; number 2, C, carries 0.8193; number 3, O, carries -0.4998; number 4, O, carries -0.6217; number 5, O, carries -0.5821; number 6, C, carries 0.8688; number 7, O, carries -0.5816; number 8, O, carries -0.6572

---

ORCA calculation (ωB97M-V/def2-TZVPD) on a molecular structure, C47H60BCsN5O5 at a distorted geometry.

```
119
Properties=species:S:1:pos:R:3:forces:R:3
Cs -0.0806 0.7573 0.0105 -0.05 -2.89 0.37
C -1.3770 -3.5587 3.5092 -0.01 -0.01 -0.03
C -1.9167 -3.3471 2.1198 -0.03 0.00 0.02
C -1.2951 -3.9378 1.0240 0.00 -0.01 -0.01
C -1.7707 -3.7506 -0.2666 0.02 0.03 -0.02
C -1.0701 -4.3787 -1.4412 -0.02 0.00 0.00
C -2.9048 -2.9635 -0.4509 0.02 0.04 -0.01
C -3.5489 -2.3638 0.6222 -0.05 0.03 -0.02
C -4.7622 -1.4948 0.4156 0.03 -0.01 0.01
C -3.0427 -2.5647 1.9034 0.02 -0.02 0.01
H -0.2874 -3.5941 3.5031 0.01 0.00 0.00
H -1.7390 -4.5020 3.9252 0.01 0.00 0.01
H -1.6860 -2.7563 4.1793 0.00 0.00 0.00
H -0.4037 -4.5337 1.1771 -0.03 -0.02 -0.01
H 0.0047 -4.4309 -1.2719 -0.01 -0.02 -0.01
H -1.2344 -3.8001 -2.3496 0.00 0.00 -0.01
H -1.4343 -5.3944 -1.6150 0.00 0.00 0.00
H -3.2833 -2.8052 -1.4555 0.02 0.03 -0.01
H -5.6327 -1.9083 0.9288 -0.01 0.01 0.00
H -5.0045 -1.4031 -0.6427 -0.01 0.00 0.00
H -4.5945 -0.4911 0.8118 -0.01 0.01 0.00
H -3.5322 -2.0930 2.7495 -0.01 -0.02 0.01
O 1.2761 -1.4573 -2.4668 -0.14 0.17 0.02
C 1.4530 -0.7784 -3.6798 -0.03 -0.06 0.08
C 0.5651 0.4368 -3.8851 -0.01 -0.12 0.05
C 0.5904 1.0942 -5.1141 0.02 0.03 -0.04
C -0.2011 2.2096 -5.2982 0.00 -0.04 0.03
C -0.9971 2.6429 -4.2459 -0.02 0.03 0.00
C -0.9556 1.9293 -3.0641 0.00 -0.01 -0.02
N -0.2017 0.8422 -2.8789 0.04 0.14 -0.62
H 1.6245 -0.9131 -1.7400 0.26 -0.15 0.07
H 1.2387 -1.4965 -4.4758 0.00 0.00 0.01
H 2.4935 -0.4633 -3.8123 0.09 0.03 0.00
H 1.2335 0.7295 -5.9060 0.01 -0.01 0.00
H -0.1966 2.7387 -6.2427 0.00 0.01 0.00
H -1.6246 3.5186 -4.3335 0.00 0.00 0.00
H -1.5483 2.2505 -2.2112 0.01 0.01 -0.04
C -3.2285 0.8782 3.8140 0.01 0.02 -0.01
C -2.5365 2.1034 3.3281 0.05 -0.07 0.07
N -1.7027 2.1567 2.3211 0.10 0.13 -0.20
C -1.2912 3.4758 2.2366 -0.10 0.12 0.18
C -1.8965 4.2140 3.2314 -0.25 -0.01 -0.35
N -2.6806 3.3227 3.8995 0.03 -0.03 0.02
C -1.8928 5.6422 3.7261 1.02 -0.10 0.58
O -1.0891 6.4312 3.1523 -0.18 -0.17 -0.84
O -2.5589 5.8435 4.7447 -0.46 0.05 -0.07
C -0.3505 3.9283 1.1769 -0.16 -0.26 0.13
O -0.0797 5.1929 1.1184 -0.40 0.87 0.43
O 0.1228 3.1250 0.3752 -0.04 2.61 0.53
H -2.9656 0.0502 3.1600 0.01 0.00 0.00
H -4.3128 1.0061 3.8078 -0.01 -0.02 0.00
H -2.9218 0.6282 4.8315 0.00 -0.01 0.00
H -3.2295 3.6114 4.6962 0.03 0.03 0.00
H -0.5439 5.7592 1.8913 0.40 -0.34 -0.04
C 4.0982 -3.4719 2.3604 -0.01 0.00 0.00
C 3.5435 -3.7030 0.9537 0.04 0.02 0.03
C 2.0820 -3.2698 0.8671 0.00 0.00 0.01
C 4.3617 -3.0906 -0.1699 -0.04 -0.08 -0.02
C 4.7024 -3.9166 -1.2383 0.00 -0.02 -0.05
C 5.4166 -3.4442 -2.3269 -0.01 0.00 0.04
C 5.8104 -2.1180 -2.3532 0.00 0.00 0.05
C 5.4906 -1.2592 -1.3063 0.05 0.01 -0.03
C 5.9659 0.1809 -1.3517 0.01 -0.02 -0.02
C 5.3992 0.9342 -2.5519 0.03 -0.05 -0.05
C 7.4934 0.2606 -1.3289 -0.03 -0.01 0.01
C 4.7517 -1.7462 -0.2152 0.01 0.06 -0.11
N 4.4281 -0.8468 0.8305 0.12 -0.05 0.22
B 3.2459 0.0318 0.9329 -0.08 0.02 -0.44
N 3.7185 0.9173 2.0207 0.13 -0.05 0.11
C 4.9980 0.5646 2.4566 -0.10 -0.04 0.05
C 5.4308 -0.4854 1.7412 -0.01 -0.02 -0.11
C 3.0736 2.0599 2.5812 0.01 -0.02 0.05
C 3.2865 3.3305 2.0164 0.00 0.11 -0.02
C 2.6565 4.4313 2.5940 -0.01 -0.02 0.02
C 1.8319 4.3077 3.6964 0.03 -0.04 0.00
C 1.6405 3.0543 4.2458 -0.02 0.00 -0.08
C 2.2514 1.9190 3.7132 -0.08 -0.01 0.06
C 1.9687 0.6096 4.4444 0.05 0.01 0.02
C 1.1783 -0.4113 3.6306 0.02 -0.02 -0.07
C 3.2106 -0.0360 5.0640 -0.02 -0.02 -0.03
C 4.1517 3.6268 0.7934 -0.01 -0.02 0.02
C 5.6198 3.2221 0.9338 0.00 0.02 -0.02
C 3.5542 3.1085 -0.5150 0.01 -0.02 0.04
H 3.5418 -4.0839 3.0756 0.01 -0.02 0.00
H 4.0064 -2.4305 2.6616 -0.01 -0.01 0.01
H 5.1516 -3.7533 2.4202 0.02 0.01 0.01
H 3.5787 -4.7839 0.7770 0.00 -0.01 0.01
H 1.9994 -2.1819 0.9452 0.01 -0.01 0.00
H 1.5042 -3.7305 1.6728 0.04 0.01 0.01
H 1.6481 -3.5635 -0.0909 -0.02 0.01 0.00
H 4.3935 -4.9560 -1.2131 0.00 -0.01 0.01
H 5.6694 -4.1083 -3.1444 0.00 -0.01 -0.01
H 6.3823 -1.7436 -3.1952 -0.01 0.01 -0.01
H 5.5917 0.6792 -0.4603 -0.01 -0.03 -0.01
H 5.7236 0.4909 -3.4978 0.00 -0.01 0.00
H 5.7282 1.9754 -2.5330 0.00 0.00 -0.02
H 4.3107 0.9275 -2.5153 -0.08 0.00 -0.05
H 7.9269 -0.1884 -2.2270 0.00 0.00 0.01
H 7.8963 -0.2632 -0.4607 0.01 0.00 0.01
H 7.8190 1.3021 -1.2796 0.00 0.01 -0.01
H 5.5050 1.0945 3.2484 -0.01 -0.01 0.01
H 6.3705 -1.0123 1.8074 0.01 0.00 0.02
H 2.7967 5.4077 2.1470 0.01 0.01 -0.02
H 1.3299 5.1752 4.1066 -0.02 0.00 -0.01
H 0.9898 2.9441 5.1065 0.00 0.00 0.02
H 1.3234 0.9011 5.2793 0.01 0.01 0.02
H 1.7730 -0.8079 2.8067 0.01 -0.01 -0.01
H 0.2886 0.0486 3.1992 -0.14 0.03 0.01
H 0.8662 -1.2395 4.2745 -0.01 -0.01 -0.01
H 3.8423 -0.4926 4.3030 -0.01 0.00 0.03
H 2.9101 -0.8175 5.7674 -0.01 -0.01 0.00
H 3.8059 0.7007 5.6074 0.01 0.00 0.01
H 4.1477 4.7185 0.7183 -0.01 0.02 0.02
H 5.7504 2.1420 0.9378 0.02 0.10 -0.01
H 6.0483 3.6162 1.8584 0.01 -0.01 0.01
H 6.1906 3.6302 0.0946 0.01 0.02 -0.01
H 3.5420 2.0159 -0.5413 -0.02 0.06 0.01
H 4.1429 3.4811 -1.3590 -0.01 0.00 0.00
H 2.5268 3.4534 -0.6256 -0.07 0.02 -0.01
```
Forces are in eV/Å.

Values from the calculation:
LUMO in eV: 1.710
Kohn-Sham gap in eV: 4.709
Multiplicity: 1
HOMO in eV: -3.00
Charge: -1

Atomic partial charges in e from the Mulliken method, atoms 1 to 8: number 1, Cs, carries 2.2366; number 2, C, carries -1.6212; number 3, C, carries 0.6118; number 4, C, carries -0.1499; number 5, C, carries 0.5660; number 6, C, carries -1.4717; number 7, C, carries -0.8878; number 8, C, carries 0.7584

---

ORCA calculation (ωB97M-V/def2-TZVPD) on C2HClF2S in the gas phase at a distorted geometry.

```
7
Properties=species:S:1:pos:R:3:forces:R:3
C -0.6434 0.1459 0.1031 2.35 2.37 0.37
C 0.5858 0.7444 -0.0774 -2.93 -1.14 0.93
F 0.7623 1.7309 -0.9156 0.13 -0.05 -0.11
F 1.6840 0.4098 0.5488 -0.20 0.04 -0.27
S -0.0884 -2.3636 -0.5395 -0.23 -0.83 0.73
Cl -0.7498 -1.1611 1.2745 0.44 0.04 -1.91
H -1.5504 0.4936 -0.3939 0.45 -0.43 0.25
```
Forces are in eV/Å.

Values from the calculation:
LUMO in eV: -1.130
Kohn-Sham gap in eV: 7.225
Multiplicity: 1
HOMO in eV: -8.36

How positive or negative is each atom? The Mulliken charges in e answer that: number 1, C, carries -0.3529; number 2, C, carries 0.6590; number 3, F, carries -0.2017; number 4, F, carries -0.1728; number 5, S, carries -0.2762; number 6, Cl, carries -0.0313; number 7, H, carries 0.3760

---

ORCA calculation (ωB97M-V/def2-TZVPD) on C16H15ClO8 in the gas phase.

```
40
Properties=species:S:1:pos:R:3:forces:R:3
C -4.5996 -0.2660 2.2462 -0.32 0.20 0.23
O -4.0470 -0.8532 1.0737 0.24 -0.29 -0.08
C -4.7352 -0.6935 -0.0504 0.06 -0.06 -0.15
O -5.7875 -0.1225 -0.1409 -0.01 0.00 -0.08
C -4.0388 -1.3551 -1.2406 -0.24 0.12 -0.01
O -2.7016 -1.7184 -1.0077 0.17 -0.05 0.04
C -1.7920 -0.7428 -0.7783 0.42 0.45 0.01
C -0.4910 -1.1920 -0.5253 0.07 -0.25 0.02
C 0.5445 -0.3125 -0.2827 -0.54 0.11 -0.10
O 1.8123 -0.7244 -0.0421 -0.12 0.09 -0.01
C 2.1161 -2.0950 -0.0979 0.11 -0.30 0.00
C 3.6214 -2.2936 0.0678 -0.35 -0.05 0.07
O 4.1114 -3.3487 0.3654 -0.07 -0.06 -0.03
O 4.3007 -1.1837 -0.1787 -0.16 0.36 -0.11
C 5.7164 -1.2688 -0.0554 0.38 -0.22 0.07
C 0.3030 1.0898 -0.2763 -0.38 -0.04 -0.08
C 1.2978 2.1072 -0.0259 -0.12 0.78 0.00
C 2.7154 1.7607 0.2716 0.21 0.19 0.02
C 0.8894 3.4053 -0.0667 0.28 -0.41 0.04
Cl 1.9528 4.7342 0.2067 0.10 0.08 0.03
C -0.4775 3.8221 -0.3379 -0.06 0.69 0.01
O -0.8762 4.9560 -0.3777 0.05 -0.53 -0.01
O -1.3659 2.8088 -0.5594 -0.20 -0.03 -0.05
C -1.0135 1.5063 -0.5371 0.45 -0.80 0.06
C -2.0521 0.6143 -0.7903 -0.19 -0.07 -0.07
H -4.4589 0.8161 2.2221 -0.01 -0.06 0.00
H -4.0624 -0.6993 3.0856 -0.01 0.03 -0.06
H -5.6667 -0.4847 2.3114 0.11 0.02 0.04
H -4.5623 -2.2923 -1.4551 0.03 0.20 0.03
H -4.1412 -0.6965 -2.1125 0.00 -0.06 0.17
H -0.3422 -2.2580 -0.5238 0.08 -0.13 0.01
H 1.8372 -2.5298 -1.0689 0.01 0.06 0.13
H 1.6103 -2.6613 0.6949 0.10 0.09 -0.13
H 6.1207 -1.9514 -0.8052 -0.02 0.07 0.06
H 5.9886 -1.6350 0.9359 -0.01 0.05 -0.08
H 6.0939 -0.2618 -0.2106 -0.04 -0.05 0.00
H 3.1417 1.1792 -0.5415 0.06 -0.04 0.02
H 3.2979 2.6646 0.4186 0.02 -0.07 0.01
H 2.7685 1.1466 1.1674 0.06 -0.05 0.02
H -3.0282 1.0289 -0.9782 -0.14 0.05 -0.04
```
Forces are in eV/Å.

Values from the calculation:
LUMO in eV: 0.123
Kohn-Sham gap in eV: 8.557
Multiplicity: 1
HOMO in eV: -8.43

Atomic partial charges in e from the Mulliken method, atoms 1 to 8: number 1, C, carries -0.7201; number 2, O, carries -0.2270; number 3, C, carries 0.6173; number 4, O, carries -0.5932; number 5, C, carries -0.4448; number 6, O, carries -0.4834; number 7, C, carries 0.6471; number 8, C, carries -0.8159